{"formula": "C42H64O36", "method": "ωB97M-V/def2-TZVPD", "energy_ev": -118302.497, "relative_energy_kcal_mol": 7.1, "charge": 0, "orbital_gap_ev": 10.68, "elements": ["O", "O", "O", "O", "O", "O", "O", "O", "O", "O", "O", "O", "O", "O", "O", "O", "O", "O", "O", "O", "O", "O", "O", "O", "O", "O", "O", "O", "O", "O", "O", "O", "O", "O", "O", "O", "C", "C", "C", "C", "C", "C", "C", "C", "C", "C", "C", "C", "C", "C", "C", "C", "C", "C", "C", "C", "C", "C", "C", "C", "C", "C", "C", "C", "C", "C", "C", "C", "C", "C", "C", "C", "C", "C", "C", "C", "C", "C", "H", "H", "H", "H", "H", "H", "H", "H", "H", "H", "H", "H", "H", "H", "H", "H", "H", "H", "H", "H", "H", "H", "H", "H", "H", "H", "H", "H", "H", "H", "H", "H", "H", "H", "H", "H", "H", "H", "H", "H", "H", "H", "H", "H", "H", "H", "H", "H", "H", "H", "H", "H", "H", "H", "H", "H", "H", "H", "H", "H", "H", "H", "H", "H"], "positions_angstrom": [[1.400179, 4.242342, 3.319711], [3.557804, 4.478698, 2.666639], [-0.943340, 0.979354, 1.317052], [-0.834435, -2.266892, -4.128162], [-3.629929, 2.650270, -0.826070], [1.967571, 2.212397, 0.788502], [0.404075, 4.149998, -2.782078], [-0.607653, -1.792360, 5.832347], [-4.396250, 4.778541, -0.624026], [4.886886, -1.271349, 2.370051], [0.124274, 0.288205, 6.260309], [1.355260, -5.529496, -3.288207], [3.711049, 1.179738, -0.233575], [3.177809, 3.351211, -0.671046], [2.715409, -1.290995, 2.777326], [0.755752, -4.095877, 3.949280], [1.499332, -0.020653, -1.993874], [2.986695, 3.098386, 4.323898], [-0.382248, -5.929870, -1.935520], [-2.259679, -3.071956, 2.070578], [-2.787532, 2.357184, -5.185770], [2.895735, -4.486002, 3.359467], [-0.655864, 5.012518, -4.560981], [-4.589104, 3.317768, 1.054601], [-0.419999, -6.668734, -4.111117], [1.799379, -1.988618, -0.869910], [-3.102040, -2.511654, -4.169576], [3.886555, 0.704195, 2.681802], [2.577877, -1.697295, -2.988218], [-3.227583, -1.070993, 1.733452], [-0.892787, 1.290553, -5.706366], [-1.705755, 4.723811, -2.623916], [1.361865, -4.294977, 1.782119], [-0.396708, -0.566266, 2.862808], [-1.603205, 1.325697, 3.404708], [-3.543202, -2.148075, 3.657605], [-0.204561, -0.060286, 0.523429], [-3.073639, -1.984328, 2.450532], [-1.865792, -2.241959, -4.710832], [1.806282, -1.279492, 5.980338], [-0.595107, 4.621154, -3.235746], [-2.802703, -3.203258, 4.319139], [5.993412, -0.332022, 2.318757], [-4.194363, 3.680753, -0.162438], [0.102733, -6.052146, -3.252270], [2.136733, 4.262126, -0.284605], [1.109366, 3.314000, 0.226439], [2.609614, -4.180220, 1.046940], [2.229034, -0.691189, -4.029622], [-0.146391, -1.158201, 1.557302], [-2.409745, -4.045256, 3.147479], [-1.956589, 5.625369, -4.719201], [-1.227558, 0.735506, 6.278409], [-3.905270, 1.441587, -0.094940], [3.725896, -0.633355, 2.666642], [1.768193, 2.416001, 4.695800], [1.372467, -4.535119, -2.247552], [2.066102, 0.555928, -3.239389], [2.668233, 4.031742, 3.342046], [1.582614, -4.271231, 3.127588], [0.757400, 3.463062, 4.359742], [0.333784, 1.709607, -7.715844], [-1.331335, 1.498745, -3.463948], [3.633113, -4.744636, 2.116356], [-3.155617, -3.191835, -2.852837], [-1.988741, -1.966189, -6.176769], [-1.250202, 2.165153, 6.684071], [1.989679, -1.314787, -1.839540], [-1.014058, 0.637486, 2.606546], [-1.798927, 1.794139, -4.817618], [0.568469, -5.165746, -1.148720], [0.312018, -1.013129, 5.997708], [3.027890, 2.176115, -0.040991], [-4.277589, 1.979247, 1.364914], [-0.993463, 1.948062, -6.992956], [5.293238, 1.018336, 2.345152], [-3.413192, -2.145922, -1.771197], [-2.800601, 5.084014, -3.554611], [1.826476, 2.090173, 5.759562], [-3.883122, -4.006485, -2.856753], [-1.807291, 0.069087, 6.922313], [-3.600873, -2.554682, -0.819736], [1.006551, -3.613496, -2.695870], [-0.592672, 2.425277, 7.529849], [-1.818037, 1.448305, -7.445415], [-2.301774, 2.421149, 7.042903], [-2.032312, 1.892208, -2.766087], [2.852339, -3.147308, 0.801071], [6.541770, -0.545719, 1.380375], [0.527331, 2.414331, -8.545311], [1.212500, 1.845666, -7.014489], [-4.339687, -1.584137, -1.935901], [-1.386198, 0.407046, -3.382841], [-3.514261, 1.856049, 2.119007], [-1.011749, -1.548798, -6.475651], [0.513723, 3.599080, 1.024788], [0.516702, 2.848689, -0.586467], [0.801080, -1.752356, 1.545270], [3.105223, -0.730508, -4.661717], [-5.205088, 1.524479, 1.676157], [-1.959184, -2.909605, 4.884301], [3.044851, 1.030958, -3.071948], [2.393452, -4.382519, -1.950820], [1.976156, 4.761886, -1.218545], [-0.873095, -0.419755, -0.294831], [6.698482, -0.478313, 3.141297], [-1.230973, 2.964568, -6.770813], [-3.015470, 0.849131, -0.088214], [-2.920406, -1.396338, -6.234473], [2.198905, -1.712534, 5.033811], [2.050981, -2.000124, 6.797071], [-0.934466, -1.875578, 1.462943], [0.563366, 4.144556, 5.190640], [2.603306, -4.643171, 0.093103], [1.260780, -0.939907, -4.477808], [-3.429851, 4.291801, -3.973212], [0.734138, 0.366737, 0.170773], [-1.729359, 0.588991, 5.340675], [-2.154036, -3.526461, -2.646938], [-4.689438, 0.942905, -0.538568], [-2.159290, -2.891895, -6.778445], [-3.607769, -3.642179, 4.963613], [-0.001949, -4.415369, -0.546983], [1.614794, 1.578819, 4.040723], [1.071875, -5.897147, -0.567293], [2.455257, 4.973587, 0.492525], [3.822497, -5.825126, 2.035984], [4.467068, -4.077957, 2.103878], [-1.881489, 6.742072, -4.689386], [-0.141800, 3.045742, 3.993394], [2.359687, -0.416132, 6.241852], [-0.399214, 1.980684, -3.177008], [-1.025996, 2.885485, 5.851235], [5.579178, 1.737375, 3.047480], [0.403495, 0.710307, -8.098567], [-2.426254, 5.283466, -5.617412], [-1.421902, -4.459395, 3.390698], [-3.387722, 5.856595, -3.067825], [5.271022, 1.390238, 1.310085], [1.365055, 1.258906, -3.796196], [-2.567447, -1.486228, -1.706748], [-3.154886, -4.733756, 2.793347]], "atomic_forces_ev_per_a": [[-1.96, 0.40, -0.45], [-1.08, 0.42, -0.04], [0.68, -0.55, -0.92], [1.39, 0.01, 1.42], [-0.25, 0.08, 0.24], [-0.32, 0.89, -0.92], [0.65, -0.04, 0.35], [1.16, 0.71, 0.33], [0.58, -0.99, 0.27], [0.75, 0.52, 0.47], [0.02, 0.00, -0.37], [-0.78, 0.29, -0.14], [-0.74, 1.68, 0.26], [0.93, -0.80, 0.32], [0.65, 1.39, 0.30], [-0.62, -0.01, 0.56], [0.78, 0.07, -0.52], [-0.38, 0.17, -0.36], [-0.21, 0.26, -1.54], [-1.49, 0.52, 1.44], [-0.64, 0.53, 0.18], [0.41, -0.30, -0.26], [-1.06, 0.32, 0.97], [0.04, 1.02, 0.67], [-0.44, 0.12, -0.31], [0.30, 0.38, -0.29], [0.49, -0.63, 0.35], [0.50, -1.12, 0.26], [-0.59, 0.47, 0.04], [-0.73, 1.89, -1.41], [0.11, 0.66, 0.40], [-3.43, -0.08, 0.80], [-0.07, 0.30, -0.73], [-0.41, 1.88, -0.77], [0.66, -0.37, -0.22], [0.16, 0.75, 0.91], [-1.44, 0.30, 0.83], [1.89, -2.46, -0.18], [-2.16, -1.16, -0.69], [-0.04, -2.04, 0.29], [1.97, -0.57, -2.40], [-3.02, -1.17, 0.04], [0.01, -0.56, -0.23], [-0.55, 1.03, -0.79], [0.73, -0.71, 2.19], [0.72, 0.48, 0.19], [0.47, -2.18, -1.09], [0.93, 0.15, 2.30], [0.43, -1.23, 0.57], [1.51, -1.50, 0.32], [1.32, 0.04, -0.37], [-0.18, 0.92, 0.43], [-0.78, -0.76, 0.62], [1.70, 1.53, 2.40], [-0.21, -0.77, -1.04], [0.89, 0.31, 0.56], [1.11, -0.02, -0.28], [-0.36, 0.32, 0.00], [3.60, -1.78, 0.99], [1.63, -0.13, -1.59], [0.14, 1.02, 0.84], [0.91, 1.06, 0.71], [-0.75, -0.36, 1.07], [-2.37, 0.69, -0.43], [0.59, 1.61, 0.20], [-0.04, -0.56, -0.03], [-1.31, 1.92, 0.45], [-0.89, 1.35, -1.11], [-0.01, -0.78, -0.07], [1.25, -0.57, -1.12], [-2.23, 0.89, -1.06], [0.04, -0.36, -0.36], [0.49, -1.29, -0.20], [-0.26, -1.24, -2.20], [1.16, -1.21, 0.29], [-1.62, -0.87, -1.88], [-1.06, 0.24, -1.22], [1.15, 1.05, -0.37], [-0.17, 0.39, -0.92], [0.14, 0.28, -0.46], [0.24, 0.25, 0.58], [0.23, -0.96, 1.29], [-0.38, -0.04, 0.43], [-0.09, -0.37, -0.28], [-0.66, 0.07, -0.98], [1.23, -0.26, -0.55], [-0.84, 0.26, 0.61], [-0.32, 0.18, 0.59], [-0.40, 0.37, 0.45], [-0.42, -0.30, 0.33], [-1.08, -0.06, -0.56], [0.26, 0.18, -0.46], [0.71, 0.10, 0.28], [0.31, 0.26, -0.01], [-0.92, 0.39, -0.21], [-1.15, 0.88, 1.26], [0.22, 0.37, 0.44], [-0.68, 0.98, 0.31], [-0.27, 0.22, -0.59], [-0.11, -0.30, 0.32], [0.58, 0.98, 0.41], [-0.52, 0.03, 0.52], [0.49, 0.14, -0.11], [-0.96, 0.42, -0.12], [0.60, 0.71, 0.38], [-0.36, -0.22, 0.14], [-0.01, 0.80, -0.37], [0.41, -0.38, 0.02], [0.51, 0.52, -0.74], [-0.67, 0.30, 0.57], [-0.38, 0.20, -0.65], [-0.04, -0.03, -0.62], [-0.02, 0.02, -0.10], [-0.35, -1.09, -0.36], [0.45, -0.49, -0.16], [0.47, -0.50, 1.12], [-0.30, -0.16, 0.23], [0.32, 0.05, -0.64], [0.29, -0.79, -0.16], [-1.80, -1.08, -1.00], [0.13, 0.48, 0.78], [1.11, -0.04, -0.35], [0.64, -0.77, -0.27], [0.22, -0.75, -0.20], [0.72, -0.30, 0.74], [0.30, -0.43, -0.23], [0.17, 0.51, 0.05], [0.90, -0.15, 0.24], [0.20, -0.94, -0.16], [-0.94, -0.18, -0.56], [0.36, 1.10, -0.03], [0.24, -0.51, -0.45], [-0.29, -0.92, 0.80], [0.79, 0.93, 0.96], [-0.07, -0.56, -0.23], [0.17, 0.02, -0.84], [-0.42, -0.31, -0.61], [-0.04, -0.22, 0.11], [-0.02, 0.30, 0.62], [0.75, -0.85, 1.31], [0.30, 0.46, 0.03], [-0.20, -0.62, 0.19]], "mulliken_charge": [-0.3465, -0.6087, -0.4106, -0.4777, -0.3234, 1.1640, -0.4469, -0.6888, -0.6033, -0.4032, -0.2650, -0.4669, -0.6552, -0.3916, 0.1661, -0.4592, 0.6838, -0.4147, -0.4348, -0.2321, -0.6228, -0.4128, -0.3661, -0.4230, -0.5280, 0.0814, -0.3801, 0.2418, -0.4141, -0.1872, -0.0175, -0.1484, -0.0756, 0.4715, -0.8609, -0.3776, 3.4519, 0.3063, 0.7040, -0.5843, 0.4574, -0.0023, -0.6003, 0.5839, 0.5001, -0.5835, -0.5477, 0.3993, -0.3096, 0.3074, -0.2844, -0.4018, 0.3636, 0.5362, -0.1595, 0.9499, 0.7693, -0.2277, 0.6156, 0.3640, -0.6140, -1.1443, 1.2256, -0.5733, -0.0016, -1.0619, -1.2432, -0.5237, -0.1023, 0.0366, -0.0581, 0.8367, -0.1655, 0.1768, -0.2243, -0.3370, -0.6545, -0.2639, 0.2653, 0.4224, 0.4257, 0.4482, -0.5250, 0.2917, 0.3883, 0.4019, 0.2143, -0.4346, 0.3242, 0.3700, 0.2098, 0.3243, 0.3355, -0.1205, 0.0711, 0.6414, 0.0158, -1.2573, 0.3848, 0.2614, 0.0293, 0.3934, 0.4184, 0.3023, -0.9833, 0.2580, 0.1808, -0.5370, 0.3949, -0.3045, 0.3950, 0.5503, 0.3972, 0.4611, -0.0198, 0.1894, -1.2795, -0.2163, -0.1311, 0.4880, 0.4123, 0.2964, 0.0990, -0.3852, 0.3728, 0.2774, 0.2838, 0.3459, 0.3160, 0.2507, 0.3506, -1.3586, 0.1457, 0.4971, 0.3401, 0.2912, 0.0647, 0.4142, 0.0817, -0.0073, -0.1925, 0.3772]}